Entry 1:
# C44H55ClOSi

7 unconnected molecules or ions with the total composition C44H55ClOSi at a distorted geometry (ωB97M-V/def2-TZVPD, OMol25).

Element x y z (Å)
1 Cl -2.479512 -0.964637 4.081510
2 Si -1.386885 -0.030632 2.497101
3 O -1.655861 2.535331 -2.192752
4 C 2.469226 3.306410 6.940841
5 C 4.257364 -2.973727 -5.495841
6 C 1.366992 0.724606 -3.955926
7 C -1.109439 3.084312 -0.939007
8 C -3.102783 -4.758885 5.264974
9 C 2.799888 1.899261 -6.041550
10 C -0.266246 2.741937 2.871824
11 C 0.472667 -3.865073 2.834066
12 C -2.679299 1.538741 -1.760753
13 C 0.814498 1.787426 -4.670104
14 C 3.350861 0.834026 -5.329883
15 C 2.637144 0.249626 -4.283989
16 C -5.343127 2.297256 -4.619249
17 C 3.009031 -4.818472 2.174287
18 C -6.179918 0.598266 -6.118808
19 C -5.277099 -4.103923 4.440763
20 C 1.698505 3.812107 1.242528
21 C 1.025162 -4.927892 3.548244
22 C 0.658316 4.665163 0.299772
23 C -5.749374 -5.398327 4.656219
24 C -1.612918 1.882119 2.505857
25 C 0.302923 3.938021 -1.144409
26 C -3.953831 -3.784120 4.743376
27 C 6.122691 -5.009249 -5.102619
28 C 2.458058 -3.753236 1.462620
29 C 4.232184 -4.108171 -6.306575
30 C 3.637320 5.401733 6.656419
31 C -7.487585 0.982720 -5.823703
32 C 6.145452 -3.876513 -4.289503
33 C 3.546228 3.812792 4.838672
34 C -4.899863 -6.371515 5.182967
35 C 2.889056 4.533994 7.452258
36 C -3.577674 -6.050803 5.489110
37 C 3.969241 5.038778 5.351414
38 C 2.793198 2.947439 5.632791
39 C 1.190302 -3.274620 1.794205
40 C -5.107151 1.253857 -5.513924
41 C 2.295313 -5.402872 3.220181
42 C -6.650857 2.679158 -4.321326
43 C 1.031753 2.449704 1.916026
44 C 5.163428 -5.127887 -6.107881
45 C -7.723724 2.019993 -4.921901
46 C 1.532132 2.377878 -5.709965
47 C 5.210824 -2.859326 -4.484520
48 H -4.088226 0.952082 -5.740721
49 H 0.761849 -2.443059 1.241646
50 H 1.888314 2.629210 7.561990
51 H 3.532594 -2.178424 -5.651884
52 H -0.318786 5.021594 0.885171
53 H -3.114240 0.964504 -2.709710
54 H 5.141742 -6.013646 -6.736907
55 H -3.587688 2.058710 -1.205706
56 H -8.742709 2.315567 -4.688038
57 H 0.044826 4.753193 -1.977362
58 H 4.337735 0.459496 -5.590065
59 H -2.153813 2.226053 1.505262
60 H 3.357849 2.356679 -6.854380
61 H -3.585292 -2.775984 4.573220
62 H -4.507123 2.812718 -4.153112
63 H 5.226662 -1.977888 -3.849537
64 H 3.069518 -0.575984 -3.725300
65 H 1.225245 5.675269 0.017606
66 H -0.006742 2.594591 4.019699
67 H 1.155077 3.225910 -1.537743
68 H 2.589270 3.456081 0.533474
69 H -5.996113 -0.211638 -6.819796
70 H 4.557458 5.712321 4.732956
71 H -2.916510 -6.808621 5.901980
72 H 2.727686 -6.228482 3.778871
73 H -2.400867 2.119949 3.370300
74 H 0.036845 -0.452707 2.455250
75 H 3.995904 -5.193001 1.914105
76 H -0.559981 3.888288 2.755266
77 H -0.176020 2.156387 -4.415368
78 H -1.985984 -0.517128 1.227492
79 H 1.103680 3.209439 -6.262524
80 H 6.891059 -3.785956 -3.503939
81 H 0.846317 1.708880 1.029732
82 H -0.517851 -3.496112 3.088803
83 H -6.834437 3.490116 -3.621407
84 H 2.138373 4.446823 2.130452
85 H 3.487630 -4.198234 -7.093112
86 H 6.852698 -5.800670 -4.952190
87 H -2.255198 0.708243 -1.051322
88 H -2.070644 -4.511073 5.497336
89 H -0.857834 2.175334 -0.246477
90 H 3.802969 3.531105 3.820905
91 H 0.466772 -5.386384 4.360094
92 H 3.962346 6.359292 7.053691
93 H 0.808603 0.266114 -3.144077
94 H -5.940635 -3.343736 4.035812
95 H 3.016017 -3.295819 0.649789
96 H 2.460206 1.993763 5.232378
97 H 2.633466 4.814879 8.470599
98 H -8.323438 0.472787 -6.296426
99 H -6.778783 -5.648541 4.415187
100 H -5.268654 -7.379376 5.354593
101 H 1.876307 1.952204 2.595899
102 H -1.844057 3.782106 -0.346295

Atoms 1-3, force components in eV/Å:
1.0826 1.0634 -0.9047
-0.5631 0.7041 -0.2858
-0.9878 -0.8286 2.7352

Lowest unoccupied orbital energy in eV: 0.4
HOMO-LUMO gap in eV: 9.6
Charge: 0
Structure (SMILES): COCCCCCCC[SiH2]Cl.c1ccccc1.c1ccccc1.c1ccccc1.c1ccccc1.c1ccccc1.c1ccccc1

Here are the Mulliken charges for atoms 1 to 6, given in e: number 1, Cl, carries -0.42; number 2, Si, carries 0.60; number 3, O, carries -0.26; number 4, C, carries -0.50; number 5, C, carries -0.02; number 6, C, carries -0.65

---

Entry 2:
# C44H55PtSb2

A molecular structure, C44H55PtSb2 (ωB97M-V/def2-TZVPD, OMol25).

Element x y z (Å)
1 Pt -0.255795 -0.076268 1.355592
2 Sb -2.635744 0.137664 0.145074
3 Sb -0.562843 -2.689534 1.151354
4 C -5.560157 -0.868553 3.232897
5 C -3.186108 -5.396415 3.341535
6 C 1.264862 -4.931571 2.176563
7 C -1.315521 3.772552 2.060540
8 C 2.135698 0.773560 -0.890611
9 C 0.650783 1.946350 0.842580
10 C -2.304427 -4.851318 2.420015
11 C 3.124279 -1.862834 2.044476
12 C 3.648813 -0.180930 3.752371
13 C -3.340397 2.426188 -1.813421
14 C -3.637535 -4.628946 4.407859
15 C 0.443515 3.842399 3.836805
16 C -1.569059 -3.165706 -0.694287
17 C -1.876573 -3.533392 2.563158
18 C -4.856625 -1.930365 0.769253
19 C 2.645303 -5.322594 -0.203926
20 C 2.182954 0.493209 1.837343
21 C -6.201914 -2.004862 2.760935
22 C 2.522474 -0.674751 -1.200266
23 C -4.793466 4.288486 -1.360572
24 C 1.630400 -4.379533 -0.136425
25 C -5.036793 3.785212 -0.089706
26 C 4.658945 0.069955 1.527330
27 C 0.410935 1.982793 2.226265
28 C 2.970417 -6.070753 0.919496
29 C 3.304450 1.730057 -1.189280
30 C -3.943603 3.609168 -2.220481
31 C -4.201383 -0.796225 1.237226
32 C -0.468954 2.925540 3.006984
33 C 0.934752 -4.182952 1.052994
34 C -5.845847 -2.537349 1.531283
35 C 1.319149 1.035291 2.808052
36 C -2.329287 -2.768693 3.632515
37 C -3.584451 1.914195 -0.543831
38 C -4.432389 2.605738 0.317962
39 C 3.378719 -0.368106 2.250973
40 C 1.682655 0.978452 0.550710
41 C -4.556919 -0.276272 2.480720
42 C -3.210335 -3.317910 4.554174
43 C -1.379652 2.135447 3.949206
44 C -2.600970 -1.007343 -1.667122
45 C 1.003972 1.142718 -1.864356
46 C 2.280650 -5.875653 2.107328
47 C -1.520332 -2.080224 -1.768875
48 H -1.983053 4.417921 2.633468
49 H 1.311639 0.889049 -2.879437
50 H -6.978592 -2.474018 3.350178
51 H -0.804138 1.497891 4.623145
52 H 1.378902 0.841528 3.866405
53 H -2.673636 1.919401 -2.502676
54 H 3.181520 -5.473839 -1.131574
55 H -3.563246 -2.720773 5.384888
56 H 0.091374 0.589192 -1.634968
57 H 3.803904 0.868802 4.007372
58 H -0.688984 4.412108 1.436197
59 H -1.946900 -5.460662 1.597142
60 H 2.761721 -0.765665 -2.260850
61 H 3.006689 2.764287 -1.007634
62 H -2.053349 1.496434 3.377035
63 H -3.595279 -1.436189 -1.802900
64 H -1.976253 2.817292 4.557497
65 H 4.019664 -2.433492 2.300307
66 H -5.701634 4.309120 0.584421
67 H 0.729498 -4.787955 3.108605
68 H -3.749089 3.996707 -3.211757
69 H -1.064494 -4.068190 -1.042617
70 H -6.341015 -3.424495 1.158804
71 H -1.932451 3.151241 1.407478
72 H 3.589798 1.641972 -2.239128
73 H -1.625176 -2.556300 -2.748265
74 H 1.134211 4.391023 3.194539
75 H 3.385298 -1.019849 -0.640602
76 H 4.827697 1.142060 1.644144
77 H -4.322187 -5.057243 5.128092
78 H 2.838521 -0.578471 4.365347
79 H 1.029069 3.273288 4.560304
80 H 0.776836 2.208087 -1.855721
81 H 4.551381 -0.729652 4.021120
82 H 4.180067 1.520210 -0.581856
83 H -5.267222 5.206930 -1.680112
84 H 2.846862 -2.110621 1.022006
85 H -4.608572 -2.358290 -0.193985
86 H 0.149895 2.556244 0.111194
87 H 5.510865 -0.451883 1.965870
88 H -4.051600 0.595173 2.880708
89 H 1.685443 -1.345601 -0.981358
90 H -5.834841 -0.446632 4.191078
91 H 2.319921 -2.193582 2.701795
92 H -1.999753 -1.740495 3.745988
93 H 2.530613 -6.461152 2.982173
94 H 4.651576 -0.162981 0.468057
95 H -3.517468 -6.420470 3.230561
96 H 3.760549 -6.807713 0.867429
97 H -2.594638 -3.449233 -0.449837
98 H 1.390472 -3.797502 -1.021835
99 H -4.642279 2.225113 1.311494
100 H -2.467752 -0.278906 -2.468914
101 H -0.159614 4.566929 4.386087
102 H -0.535913 -1.604574 -1.774310

Atoms 1-3, force components in eV/Å:
-0.1734 -0.2384 -0.0539
0.0207 -0.0101 -0.0495
-0.0295 0.1433 -0.0150

Expectation value of S²: 2.0087
Energy above the lowest of the compared OMol25 structures with the same formula, charge and spin in kcal/mol: 0.00
Lowest unoccupied orbital energy (spin up / spin down) in eV: -1.8 / -4.1
HOMO-LUMO gap (spin up / spin down) in eV: 6.9 / 6.9
Charge: +1
2S+1: 3

Here are the Mulliken charges for atoms 1 to 6, given in e: number 1, Pt, carries 2.74; number 2, Sb, carries -0.08; number 3, Sb, carries -0.06; number 4, C, carries -0.92; number 5, C, carries -0.76; number 6, C, carries -0.53

---

> Which of these has the highest charge?

C44H55PtSb2